No. 1
# C25H19BrN4PdS

C25H19BrN4PdS as an isolated structure (ωB97M-V/def2-TZVPD, OMol25).

Values from the calculation:
HOMO-LUMO gap (alpha / beta)   6.795 / 3.949 eV
Total energy   -116546.7144 eV
Strongest force on any atom   0.575 eV Å⁻¹
Multiplicity   5
HOMO energy (alpha / beta)   -6.5 / -8.3 eV
Total charge   0

Last column: Löwdin charge in e.
Positions of all 51 atoms, in Å:
Pd  -0.020  0.702  -0.943  0.726
C  2.905  4.169  3.391  -0.098
C  3.146  3.752  2.086  -0.089
C  2.129  3.224  1.316  -0.031
C  0.845  3.099  1.859  -0.274
C  0.592  3.523  3.172  -0.026
C  1.625  4.056  3.922  -0.091
N  -0.142  2.564  1.069  0.032
N  -1.352  2.418  1.363  0.119
C  -2.246  1.500  0.833  -0.287
C  -3.547  1.519  1.346  -0.032
C  -4.480  0.616  0.877  -0.093
C  -4.117  -0.300  -0.104  -0.089
C  -2.828  -0.294  -0.621  -0.112
C  -1.872  0.613  -0.185  -0.244
H  3.705  4.589  3.985  0.098
H  4.137  3.851  1.661  0.101
H  2.293  2.927  0.288  0.083
H  -0.409  3.438  3.572  0.104
H  1.428  4.390  4.932  0.103
H  -3.796  2.241  2.112  0.110
H  -5.484  0.621  1.279  0.101
H  -4.837  -1.024  -0.465  0.100
H  -2.567  -1.047  -1.356  0.089
N  -0.459  -0.480  -2.762  0.007
C  -0.039  -1.855  -2.885  -0.232
C  0.090  -2.349  -4.180  -0.036
C  0.581  -3.616  -4.420  -0.082
C  0.975  -4.388  -3.338  -0.077
C  0.835  -3.899  -2.054  -0.037
C  0.290  -2.634  -1.769  -0.101
C  0.152  -2.256  -0.319  -0.176
C  0.011  -3.307  0.601  -0.053
C  0.046  -3.100  1.968  -0.083
C  0.243  -1.820  2.460  -0.080
C  0.306  -0.759  1.572  -0.108
C  0.222  -0.957  0.199  -0.188
H  0.065  0.108  -3.406  0.050
H  -1.438  -0.329  -2.989  0.090
H  -0.194  -1.709  -5.007  0.117
H  0.679  -3.983  -5.433  0.105
H  1.403  -5.370  -3.491  0.105
H  1.187  -4.506  -1.234  0.105
H  -0.152  -4.312  0.238  0.104
H  -0.083  -3.937  2.641  0.102
H  0.300  -1.641  3.526  0.104
H  0.386  0.249  1.961  0.084
Br  -0.526  2.748  -2.350  -0.122
S  4.767  1.289  -1.784  0.825
C  3.191  0.954  -1.625  -0.782
N  2.056  0.712  -1.510  0.062

No. 2
# C25H19IrN8OS3

C25H19IrN8OS3 as an isolated structure in a non-equilibrium geometry (ωB97M-V/def2-TZVPD, OMol25).

Values from the calculation:
HOMO-LUMO gap   5.054 eV
Total energy   -75531.7334 eV
Strongest force on any atom   1.867 eV Å⁻¹
HOMO energy   -12.2 eV
ΔE to the lowest compared entry with this formula, charge and spin   0.122 eV
Total charge   +2

Last column: Löwdin charge in e.
Positions of all 57 atoms, in Å:
Ir  -2.030  -1.182  -1.135  1.122
C  -2.478  -3.037  3.694  0.028
C  -3.465  -2.516  2.723  -0.279
N  -4.699  -2.208  2.958  0.179
N  -5.200  -1.767  1.768  0.090
C  -4.309  -1.788  0.795  -0.688
S  -4.402  -1.306  -0.838  0.705
N  -3.202  -2.282  1.377  -0.059
N  -2.003  -2.389  0.657  -0.004
H  -2.979  -3.183  4.647  0.107
H  -1.659  -2.330  3.838  0.093
H  -2.070  -3.994  3.365  0.100
H  -6.156  -1.444  1.716  0.188
H  -1.229  -2.084  1.253  0.118
H  -1.877  -3.362  0.373  0.142
S  2.620  0.793  -6.588  1.117
N  2.863  -0.172  -5.325  -0.190
C  1.707  -0.262  -4.687  -0.295
C  1.463  -1.048  -3.493  -0.051
C  2.419  -1.843  -2.856  0.066
C  2.049  -2.563  -1.741  0.010
C  0.742  -2.478  -1.277  -0.078
N  -0.180  -1.731  -1.875  -0.058
C  0.177  -1.008  -2.964  -0.124
C  -0.858  -0.179  -3.544  -0.123
N  -2.032  -0.132  -2.867  -0.079
C  -3.020  0.637  -3.326  -0.077
C  -2.895  1.362  -4.506  0.014
C  -1.706  1.329  -5.201  0.067
C  -0.651  0.556  -4.704  -0.053
C  0.673  0.494  -5.291  -0.294
N  1.065  1.142  -6.376  -0.189
H  3.428  -1.877  -3.246  0.141
H  2.756  -3.195  -1.222  0.130
H  0.428  -3.056  -0.419  0.114
H  -3.927  0.667  -2.740  0.092
H  -3.731  1.952  -4.852  0.132
H  -1.563  1.900  -6.109  0.141
C  5.660  2.704  4.596  -0.060
C  4.224  2.768  5.009  -0.678
O  3.691  2.059  5.803  0.058
S  3.269  4.086  4.109  1.004
C  2.132  3.073  3.203  -0.514
C  1.511  1.944  3.738  -0.066
C  0.679  1.176  2.948  -0.032
C  0.435  1.519  1.617  -0.265
C  0.999  2.691  1.108  -0.029
C  1.833  3.461  1.896  -0.092
C  -0.347  0.667  0.771  -0.084
C  -1.070  0.001  0.061  -0.205
H  6.210  2.031  5.249  0.091
H  6.100  3.702  4.608  0.087
H  5.700  2.348  3.565  0.092
H  1.668  1.682  4.773  0.104
H  0.194  0.306  3.375  0.106
H  0.779  2.996  0.094  0.118
H  2.266  4.369  1.498  0.109

No. 3
# C25H20AgCl5N4O7Si

C25H20AgCl5N4O7Si as an isolated structure in a non-equilibrium geometry (ωB97M-V/def2-TZVPD, OMol25).

Values from the calculation:
HOMO-LUMO gap (alpha / beta)   4.919 / 4.920 eV
Total energy   -121018.5722 eV
Strongest force on any atom   1.127 eV Å⁻¹
HOMO energy (alpha / beta)   -1.5 / -1.5 eV
ΔE to the lowest compared entry with this formula, charge and spin   13.219 eV
Total charge   -2

Last column: Löwdin charge in e.
Positions of all 63 atoms, in Å:
Ag  -0.629  0.701  -0.281  0.755
N  -4.055  -0.211  -0.513  0.103
C  -4.519  0.817  -1.304  -0.353
C  -5.576  0.670  -2.176  -0.077
C  -6.032  1.750  -2.954  -0.112
C  -5.452  2.985  -2.865  -0.079
C  -4.366  3.175  -1.975  -0.173
C  -3.710  4.418  -1.815  -0.036
C  -2.686  4.528  -0.923  -0.050
C  -2.286  3.385  -0.191  -0.131
N  -2.844  2.208  -0.336  0.093
C  -3.891  2.100  -1.198  -0.191
H  -4.112  -1.123  -0.941  0.081
H  -3.133  -0.037  -0.128  0.042
H  -6.048  -0.301  -2.272  0.104
H  -6.857  1.589  -3.638  0.091
H  -5.799  3.817  -3.465  0.094
H  -4.035  5.264  -2.412  0.105
H  -2.158  5.461  -0.774  0.096
H  -1.476  3.406  0.532  0.066
C  0.916  4.413  2.544  -0.198
Si  1.161  2.922  1.383  0.183
C  2.689  2.021  2.030  -0.175
C  1.654  3.692  -0.286  -0.188
O  -0.158  2.030  1.326  -0.494
H  1.798  5.061  2.559  0.009
H  0.716  4.081  3.567  0.012
H  0.060  5.014  2.219  0.004
H  3.525  2.707  2.204  0.016
H  3.006  1.271  1.302  -0.002
H  2.457  1.502  2.964  0.024
H  2.741  3.739  -0.398  0.015
H  1.257  4.706  -0.403  0.006
H  1.282  3.076  -1.109  0.006
O  0.596  -1.233  1.663  -0.518
C  2.203  -0.385  -0.460  -0.690
O  2.688  0.490  -1.152  -0.053
C  2.554  -2.770  1.317  -0.208
C  2.237  -3.542  2.409  -0.007
C  3.257  -4.330  2.929  -0.127
C  4.529  -4.371  2.388  0.056
C  4.772  -3.588  1.282  -0.127
C  3.799  -2.761  0.734  0.000
N  6.119  -3.655  0.675  -0.355
O  6.327  -2.969  -0.303  0.079
O  6.963  -4.347  1.221  0.049
N  2.988  -5.181  4.105  -0.354
O  1.864  -5.176  4.562  0.074
O  3.913  -5.820  4.577  0.048
H  1.239  -3.532  2.819  0.118
H  5.299  -4.992  2.814  0.121
H  3.989  -2.109  -0.117  0.119
Cl  -2.572  -0.329  -3.154  0.681
C  -1.567  -1.555  -2.396  -0.692
C  -0.851  -1.249  -1.240  -0.256
C  -0.129  -2.333  -0.774  -0.252
Cl  1.437  -1.314  0.381  0.935
C  -0.138  -3.606  -1.231  -0.690
Cl  0.742  -4.856  -0.365  0.651
C  -0.856  -3.874  -2.401  -0.712
Cl  -0.851  -5.474  -3.103  0.588
C  -1.565  -2.835  -2.987  -0.715
Cl  -2.428  -3.142  -4.469  0.589